No. 1
8
Properties=species:S:1:pos:R:3:forces:R:3 method="wB97M-V/def2-TZVPD" multiplicity=1 total_charge=0 homo_ev="-7.2 / -7.2" relative_energy_kj_mol=283.82
C 0.27594 0.85936 2.10250 0.2 -1.7 -0.2
N 0.83263 -0.98606 -0.88936 -2.0 -0.2 -0.2
N 1.29223 0.00158 -0.01520 0.9 -0.4 -1.5
N -0.64825 1.57128 2.19253 -0.7 0.0 0.7
S 1.34181 -0.27989 1.62294 0.4 0.1 0.8
H 1.06934 -2.01782 -0.80872 -0.4 1.9 0.3
H -0.16892 -0.76443 -1.18341 1.8 -1.0 0.5
H -0.98754 2.47245 2.02222 -0.2 1.3 -0.3

***

No. 2
8
Properties=species:S:1:pos:R:3:forces:R:3 method="wB97M-V/def2-TZVPD" s2=2.02 multiplicity=3 total_charge=0 homo_ev="-8.2 / -10.4" relative_energy_kj_mol=0.00
C 0.03085 1.14203 -0.07292 0.2 -2.1 -0.6
N -1.26855 1.11203 0.00285 -1.0 -0.3 0.1
N -1.81998 -0.15874 0.04803 3.8 -1.8 -0.3
N -1.05026 -1.21159 -0.10510 -1.6 3.4 0.3
Si 0.69369 -0.67896 -0.06138 -1.4 1.3 2.5
H 0.57231 2.07282 -0.10514 -0.3 0.3 0.1
H 1.41732 -1.44980 -0.97471 0.7 -0.6 -1.4
H 1.42463 -0.82779 1.26837 -0.4 -0.1 -0.6

***

No. 3
9
Properties=species:S:1:pos:R:3:forces:R:3 method="wB97M-V/def2-TZVPD" multiplicity=1 total_charge=-1 homo_ev=-3.2 relative_energy_kj_mol=326.49
C -0.04901 0.25191 1.03345 -0.1 0.5 0.4
N -0.15146 0.38393 -1.25957 -0.5 0.6 -1.0
N 0.69528 -0.81466 0.38237 0.2 -0.4 0.8
N -0.66423 1.01864 -0.07438 -0.1 -0.1 0.4
N 0.55383 -0.57051 -0.85475 1.2 -2.0 -2.4
S 1.44584 -1.97344 -2.46514 -1.0 1.7 2.0
H -0.77914 -0.16393 1.74665 0.0 0.1 -0.1
H 0.62985 0.92331 1.59548 -0.1 -0.2 0.0
H -1.68095 0.94475 -0.10411 0.3 -0.2 0.0

***

No. 4
9
Properties=species:S:1:pos:R:3:forces:R:3 method="wB97M-V/def2-TZVPD" multiplicity=1 total_charge=-1 homo_ev="-3.6 / -2.1" relative_energy_kj_mol=511.16
C -0.33136 0.45218 0.54584 0.6 -0.7 -2.2
N -1.86786 -1.23730 0.35966 1.7 3.0 -0.3
N -1.62474 1.06973 0.34157 -0.1 -0.6 0.2
N -0.59829 -0.98014 0.46067 0.2 -1.6 0.4
N -2.45104 0.04728 0.20108 3.0 -0.7 1.0
S -3.99894 0.11221 -0.17442 -3.0 0.5 -0.6
H 0.41668 0.67319 -0.28388 -1.1 0.1 0.3
H 0.37552 0.71498 1.35130 -1.1 0.1 1.0
H 0.27231 -1.11326 -1.71094 -0.1 -0.1 0.1